No. 1
Here is the ion C4H12N3 with charge +1 from the OMol25 dataset. Energies are from the ωB97M-V functional and the def2-TZVPD basis.

Last column: Mulliken charge in e.
CARTESIAN COORDINATES (ANGSTROEM)
C  -0.00052  -1.60549  1.04865  -0.68
C  -0.45427  -1.51521  -0.47654  -0.56
C  0.37094  -0.37897  -1.03453  -0.48
N  -0.03987  2.47905  -1.54087  -0.37
C  0.75322  1.98952  -0.65655  0.02
N  0.50504  0.76923  -0.18566  -0.12
N  -0.56812  -0.55256  1.98270  -0.58
H  -0.40667  -2.61578  1.52333  0.33
H  1.04316  -1.62022  1.25099  0.44
H  -0.25500  -2.52611  -0.88080  0.31
H  -1.58854  -1.61239  -0.46423  0.30
H  1.52854  -0.82039  -1.14143  0.24
H  0.02177  -0.03440  -2.00303  0.40
H  -0.11945  3.53212  -1.57274  0.35
H  -0.90608  2.05943  -1.32813  0.27
H  1.53128  2.71499  -0.26625  0.38
H  0.03217  -0.47275  2.71713  0.20
H  0.09852  0.78588  0.85946  0.37
H  -1.54610  -0.57594  2.16850  0.18

Forces on the atoms, in the same order (eV/Å):
C -3.7 -2.4 1.8
C -0.4 -1.3 3.1
C 2.0 -1.8 -1.7
N -0.7 3.2 -0.7
C 1.4 0.5 1.8
N 0.2 1.6 2.9
N 0.0 0.4 -4.5
H 1.0 1.6 -1.4
H 1.0 0.1 -0.5
H 0.7 0.8 -0.3
H 1.2 1.4 -0.3
H -3.1 1.0 0.0
H 0.2 -0.3 -0.4
H 0.5 -1.6 -0.6
H -1.7 -0.6 -1.1
H -0.7 -1.2 0.1
H 1.3 0.3 2.9
H 1.2 -1.3 -1.4
H -0.4 -0.4 0.4

SMILES string: N/C=[NH+]\CCCN
Multiplicity: 1
Energy (hartree): -323.54386
Total charge: +1
Energy relative to the best compared isomer or geometry (same formula, charge and spin) (eV): 3.657

No. 2
Here is a structure of composition C13H14Br18N3O5S from the OMol25 dataset. Energies are from the ωB97M-V functional and the def2-TZVPD basis.

Last column: Mulliken charge in e.
CARTESIAN COORDINATES (ANGSTROEM)
O  0.35551  -2.95430  3.37695  -0.41
C  -0.63350  -3.18178  2.76097  0.01
C  -0.53282  -3.65608  1.31728  -0.15
N  -0.86427  -2.56379  0.37904  0.81
C  -0.20730  -1.41681  0.51833  -0.43
C  -0.48585  -0.35775  -0.34323  0.53
C  0.20756  0.95691  -0.17382  -1.11
S  -0.92871  2.13974  0.62855  0.83
O  -2.27055  1.98486  0.14632  -0.53
O  -0.37059  3.44753  0.55553  -0.49
C  -1.42610  -0.64077  -1.32145  0.69
O  -1.77108  0.27666  -2.24325  -0.27
N  -1.10068  -0.03922  -3.60046  0.31
O  0.02061  0.11314  -3.55382  -0.13
C  -2.06181  -1.88852  -1.38034  0.12
N  -1.78740  -2.83883  -0.51559  -0.94
H  -1.62112  -3.01818  3.21036  0.36
H  0.45231  -4.06030  1.11037  -0.09
H  -1.25249  -4.46037  1.20621  0.37
H  0.53042  -1.33223  1.29920  0.56
H  0.48671  1.41021  -1.11605  0.39
H  1.04745  0.86983  0.50798  0.53
H  -0.96612  1.83372  1.94917  0.16
H  -2.81787  -2.07136  -2.14164  -0.18
C  -0.04650  -5.57563  6.05743  -0.22
Br  1.49346  -6.54316  6.66680  0.01
Br  -0.77334  -6.36034  4.45044  -0.01
Br  -1.38362  -5.40589  7.42448  0.00
H  0.28074  -4.57827  5.80165  0.24
C  -5.99476  -3.33665  -2.97834  -0.39
Br  -7.32895  -3.43388  -4.34539  0.01
Br  -4.93583  -4.93852  -2.87895  -0.02
Br  -4.87243  -1.77580  -3.19799  0.05
H  -6.50331  -3.22643  -2.03233  0.41
C  -1.36196  3.83612  -3.59232  -0.39
Br  0.41271  4.47171  -3.99810  0.00
Br  -1.51257  3.42868  -1.70132  0.06
Br  -2.73574  5.04656  -4.17655  -0.02
H  -1.50058  2.91791  -4.14575  0.30
C  2.87977  5.69909  -1.09274  -0.18
Br  3.46903  4.66249  0.42116  -0.04
Br  3.35959  7.54761  -0.92386  0.08
Br  3.50979  4.94600  -2.74753  -0.06
H  1.79974  5.64458  -1.11280  0.18
C  2.62020  -7.59523  1.53770  -0.36
Br  0.97499  -8.58959  1.47889  -0.02
Br  2.29714  -5.69998  1.75057  0.03
Br  3.80992  -8.24855  2.88774  0.02
H  3.10821  -7.72920  0.58410  0.37
C  5.41725  11.36608  -0.59223  -0.32
Br  6.18035  10.00624  -1.71838  -0.01
Br  3.49430  11.26482  -0.55241  -0.04
Br  6.16545  11.32707  1.17682  0.00
H  5.67464  12.31982  -1.02738  0.34

Forces on the atoms, in the same order (eV/Å):
O 1.0 0.3 0.8
C -0.1 0.1 -0.4
C -0.6 -0.5 0.3
N 0.3 -0.6 0.9
C -0.5 0.6 -0.8
C 0.4 -0.5 0.3
C -0.8 -0.3 0.6
S -0.6 0.8 1.0
O -0.2 -1.6 1.1
O 1.2 0.0 1.1
C -0.3 1.0 -0.5
O -0.2 -0.3 1.0
N 0.5 0.1 -1.2
O -0.1 -0.1 0.1
C 0.4 -0.2 0.4
N -0.1 0.1 -0.3
H -0.3 -0.1 -0.2
H 0.1 0.2 0.0
H -0.2 0.0 -0.5
H 0.1 -0.3 0.2
H 0.1 0.2 -0.1
H 0.3 0.1 -0.1
H 0.4 -0.6 -0.1
H 0.3 -0.2 0.3
C 0.1 0.1 0.1
Br 0.0 0.0 0.0
Br 0.0 0.0 -0.1
Br 0.0 0.0 0.0
H 0.0 0.0 0.0
C -0.1 -0.1 0.0
Br 0.1 0.0 0.0
Br 0.0 0.0 0.0
Br -0.5 0.2 -0.3
H 0.0 0.0 0.0
C 0.0 0.1 0.1
Br -0.2 0.0 0.0
Br -0.5 1.6 -3.7
Br 0.1 0.0 0.0
H 0.0 0.0 0.0
C -0.2 0.1 0.0
Br 0.0 0.0 0.0
Br 0.0 -0.1 0.0
Br 0.3 0.0 0.1
H 0.0 0.0 0.0
C 0.0 -0.2 0.0
Br 0.0 0.1 0.0
Br 0.2 -0.1 0.1
Br 0.0 0.0 0.0
H 0.0 0.1 0.0
C 0.0 0.0 0.0
Br 0.0 0.0 0.0
Br 0.0 0.0 0.0
Br 0.0 0.0 0.0
H 0.0 0.0 0.0

Multiplicity: 1
Energy (hartree): -47774.11680
Total charge: +1
Energy relative to the best compared isomer or geometry (same formula, charge and spin) (eV): 0.000

No. 3
Here is a cluster of 7 separate species, C25H46BrF3O11P2S7 in total from the OMol25 dataset. Energies are from the ωB97M-V functional and the def2-TZVPD basis.

Last column: Mulliken charge in e.
CARTESIAN COORDINATES (ANGSTROEM)
C  -0.19976  -2.56762  1.13125  -0.90
P  -0.67931  -1.59153  -0.34923  0.69
C  -2.48921  -1.80709  -0.44649  -1.29
C  -0.30155  0.12343  0.17197  -0.34
C  0.83952  0.73314  -0.15497  -0.81
C  1.15235  2.09183  0.29313  0.14
O  2.28148  2.50386  0.36669  -0.40
C  0.00327  2.96220  0.65620  0.18
C  0.12343  4.36128  0.66700  0.54
P  1.71980  5.22850  0.29213  -0.08
O  1.27227  6.79106  0.47728  -0.47
Br  2.89672  4.93825  2.19061  -0.26
C  -0.99251  5.13758  0.96114  -0.67
C  -2.23111  4.56677  1.23945  -1.03
C  -2.33046  3.18087  1.24886  -0.09
S  -3.97060  2.56004  1.58701  1.32
O  -4.89323  3.65919  1.59358  -0.76
O  -4.30566  1.49504  0.69119  -0.51
C  -3.91035  1.93088  3.35524  0.84
F  -4.66868  2.70819  4.11166  -0.25
F  -2.66101  2.01934  3.80988  -0.22
F  -4.32378  0.69065  3.43130  -0.19
C  -1.22236  2.37397  0.97612  0.20
C  -1.26674  0.88079  1.01626  0.99
O  -2.03295  0.31225  1.74489  -0.68
H  -0.08577  -3.61587  0.88249  0.44
H  -0.89701  -2.38906  1.94642  0.36
H  0.76335  -2.16819  1.46202  0.16
H  -2.65881  -2.86809  -0.60629  0.41
H  -3.03456  -1.53580  0.44850  0.36
H  -2.91295  -1.23872  -1.26744  0.39
H  1.55503  0.18404  -0.75256  0.55
H  1.23707  7.01391  1.41895  0.31
H  -0.91220  6.21316  0.97735  0.53
H  -3.10911  5.15870  1.44099  0.63
C  -7.75012  -2.79490  -0.44340  -0.74
S  -6.49226  -1.52370  -0.64298  0.48
O  -5.25461  -2.02955  -0.00022  -0.53
C  -7.24012  -0.34387  0.48453  -0.71
H  -7.45446  -3.65347  -1.04280  0.05
H  -7.81385  -3.08296  0.60624  0.31
H  -8.70988  -2.41367  -0.79368  0.40
H  -7.33950  -0.79650  1.47158  0.30
H  -8.21581  -0.04504  0.09998  0.41
H  -6.58393  0.52263  0.54010  0.05
C  -6.58513  -6.10743  -3.67189  -1.03
S  -5.56343  -5.76117  -2.23241  0.62
O  -4.19608  -5.47195  -2.72872  -0.62
C  -5.55431  -7.44508  -1.60409  -1.00
H  -6.68641  -5.18450  -4.23910  0.31
H  -6.10437  -6.86739  -4.28795  0.37
H  -7.56866  -6.44681  -3.34582  0.36
H  -5.14431  -8.11468  -2.36020  0.34
H  -6.57066  -7.74035  -1.34268  0.34
H  -4.92788  -7.46547  -0.71505  0.31
C  4.12050  -3.51471  3.70725  -0.97
S  3.22815  -1.96851  3.90260  0.33
O  2.12142  -1.97489  2.90165  -0.56
C  4.51608  -0.91979  3.23721  -0.61
H  3.46655  -4.32324  4.02779  0.33
H  4.39002  -3.64898  2.65947  0.28
H  5.01333  -3.49569  4.33195  0.39
H  4.76631  -1.23636  2.22071  0.09
H  5.39807  -0.97056  3.87704  0.41
H  4.13577  0.10054  3.22359  0.28
C  0.28788  -4.27959  -3.74082  -0.93
S  1.93487  -3.59974  -3.96756  0.38
O  2.11944  -2.54876  -2.93455  -0.49
C  1.57996  -2.75766  -5.51587  -0.98
H  0.27402  -4.81525  -2.79441  0.29
H  -0.44210  -3.47094  -3.71307  0.26
H  0.06619  -4.96903  -4.55567  0.43
H  0.75958  -2.05508  -5.36854  0.30
H  1.32059  -3.49369  -6.27682  0.39
H  2.47614  -2.21988  -5.81858  0.32
C  6.43505  1.05484  -1.32666  -1.13
S  5.03576  0.26399  -0.52181  0.93
O  5.58684  -0.82964  0.33025  -0.84
C  4.37226  -0.50422  -1.99866  -0.94
H  7.01888  1.56520  -0.56335  0.34
H  7.04962  0.29970  -1.81740  0.33
H  6.06802  1.78019  -2.05246  0.35
H  5.12737  -1.15214  -2.44409  0.46
H  4.07105  0.27293  -2.70197  0.39
H  3.50528  -1.10026  -1.72267  0.09
C  6.76250  6.41576  1.80102  -0.80
S  5.86801  7.97465  1.81575  0.52
O  4.91745  7.94400  0.67655  -0.58
C  7.26299  8.99178  1.31232  -0.96
H  6.05711  5.62533  2.04914  0.20
H  7.17630  6.24207  0.80750  0.29
H  7.55747  6.44670  2.54653  0.36
H  7.64270  8.64182  0.35235  0.31
H  8.04197  8.94115  2.07324  0.36
H  6.91179  10.01690  1.21699  0.31

Forces on the atoms, in the same order (eV/Å):
C 0.1 1.1 0.1
P 0.6 -0.9 -1.0
C 0.2 0.5 0.6
C -0.7 0.3 0.4
C -0.2 -0.7 -0.3
C -0.4 -0.3 0.2
O 0.7 0.5 -0.3
C -0.7 0.5 0.1
C 0.3 0.2 0.8
P 0.5 -0.2 -0.9
O 0.0 -0.3 0.4
Br -0.3 0.1 0.1
C -0.3 -0.1 0.0
C 0.5 -0.5 -0.2
C -0.1 0.1 0.4
S -0.8 -0.2 -1.2
O 0.4 0.4 0.5
O 0.4 -0.4 0.2
C 0.7 0.2 0.1
F -0.3 0.1 0.1
F 0.1 0.0 0.1
F -0.3 -0.3 -0.1
C 0.1 0.2 -0.4
C 0.2 0.0 -0.1
O -0.5 -0.2 0.5
H -0.1 -0.1 0.0
H -0.1 -0.3 0.1
H -0.1 -0.3 -0.1
H 0.0 -0.1 -0.2
H 0.0 0.1 0.2
H 0.0 -0.1 -0.2
H 0.3 0.1 0.0
H -0.1 0.3 -0.1
H 0.1 0.1 -0.1
H 0.0 0.1 0.0
C -0.1 -0.1 0.0
S 0.0 0.1 -0.1
O -0.3 -0.1 0.1
C 0.0 0.1 0.1
H 0.1 0.0 0.0
H 0.0 0.0 0.0
H 0.0 0.0 0.0
H 0.0 0.0 0.0
H 0.0 0.0 0.0
H 0.1 0.0 0.0
C -0.1 -0.1 -0.1
S 0.0 0.1 0.0
O 0.0 -0.1 -0.1
C 0.0 -0.1 0.0
H 0.0 0.0 0.0
H 0.0 0.0 0.0
H 0.0 0.0 0.0
H 0.0 0.0 0.0
H 0.0 0.0 0.0
H 0.0 0.1 0.0
C 0.0 -0.1 -0.1
S 0.0 0.1 0.1
O 0.3 0.0 0.2
C 0.1 0.0 -0.1
H 0.0 0.0 0.0
H 0.0 0.1 0.0
H 0.0 0.0 0.0
H -0.1 0.1 0.1
H 0.0 0.0 0.1
H 0.0 0.0 0.0
C -0.1 0.0 0.0
S 0.0 -0.1 0.0
O 0.1 0.1 -0.1
C -0.1 0.1 -0.1
H 0.0 0.0 0.0
H 0.0 0.0 0.0
H 0.0 0.0 0.0
H 0.0 0.0 0.1
H 0.0 0.0 0.0
H 0.0 0.0 0.0
C 0.1 0.0 0.0
S -0.1 0.1 0.0
O 0.2 -0.1 -0.2
C 0.0 0.0 0.0
H 0.0 0.0 0.0
H 0.0 0.0 0.0
H 0.0 0.0 0.0
H 0.0 0.0 0.0
H 0.0 0.0 0.0
H 0.0 0.0 0.0
C 0.1 -0.1 0.0
S 0.0 0.0 0.1
O 0.0 0.0 -0.1
C 0.1 0.0 0.0
H 0.0 0.0 0.0
H 0.0 0.0 0.0
H 0.0 0.0 0.0
H 0.0 0.0 0.0
H 0.0 0.0 0.0
H 0.0 0.0 0.0

Multiplicity: 1
Energy (hartree): -8151.28155